[1]
C21H22BrN6O8P2RuS | ωB97M-V with the def2-TZVPD basis set

Element x y z (Å)
Ru (-1.031, -0.191, -0.893)
Br (-3.097, -2.933, -0.154)
S (-0.209, -1.990, -2.080)
P (-3.064, 0.935, 1.210)
P (-1.096, -1.081, 2.356)
O (-2.584, 2.283, -3.583)
O (0.117, -0.699, 3.128)
O (-1.159, 1.048, -2.397)
O (-3.665, 2.315, 1.792)
O (-1.838, 1.347, 0.397)
O (-0.919, -1.247, 0.857)
O (-1.777, -2.424, 2.840)
O (-4.097, 0.092, 0.594)
N (0.964, 0.258, -0.679)
N (-2.922, -0.632, -1.659)
N (-1.375, 1.379, 3.216)
N (3.422, -3.115, -1.332)
N (2.150, -2.947, -1.629)
N (1.757, -0.780, -0.765)
C (2.547, 4.035, -1.353)
C (4.282, -2.415, -0.519)
C (2.835, 1.648, -1.308)
C (-4.975, -1.800, -1.938)
C (3.348, 2.908, -1.509)
C (3.849, -1.728, 0.625)
C (-3.292, -0.045, 3.858)
C (-3.352, 0.280, -2.533)
C (4.763, -1.023, 1.383)
C (-5.423, -0.838, -2.826)
C (5.652, -2.441, -0.833)
C (1.431, -1.884, -1.381)
C (-2.306, 1.341, -2.887)
C (-2.303, 0.301, 2.774)
C (1.215, 3.889, -0.983)
C (6.550, -1.737, -0.062)
C (0.689, 2.641, -0.741)
C (6.106, -1.009, 1.038)
C (-4.592, 0.228, -3.143)
C (-3.717, -1.651, -1.366)
C (1.487, 1.491, -0.906)
H (-0.480, 0.835, 3.444)
H (7.599, -1.752, -0.315)
H (5.987, -3.001, -1.694)
H (-4.865, 1.000, -3.845)
H (-2.789, -0.418, 4.751)
H (-0.341, 2.539, -0.431)
H (2.822, -1.796, 0.942)
H (3.447, 0.768, -1.445)
H (4.380, 3.021, -1.803)
H (-3.971, -0.816, 3.500)
H (6.814, -0.456, 1.634)
H (4.424, -0.497, 2.262)
H (-1.735, 1.922, 4.004)
H (2.955, 5.021, -1.513)
H (-6.400, -0.929, -3.274)
H (-4.536, 2.454, 1.425)
H (-5.576, -2.655, -1.677)
H (-1.201, 1.998, 2.408)
H (-1.428, -2.769, 3.664)
H (0.581, 4.757, -0.883)
H (3.832, -3.865, -1.883)
H (-3.890, 0.829, 4.118)

Total charge = +1
Frontier orbital gap (spin up / spin down) = 0.18276 / 0.18094 Eh

---

[2]
C21H22F2N2O4STl | ωB97M-V with the def2-TZVPD basis set

Element x y z (Å)
Tl (0.211, -0.744, 0.007)
S (-2.446, -3.203, -3.870)
F (-2.707, 0.989, 4.801)
F (-1.975, 4.430, 1.730)
O (0.164, 2.540, -3.107)
O (0.924, 1.256, -1.437)
O (2.866, 0.263, -2.754)
O (3.248, 0.309, 1.611)
N (-1.940, -1.817, -1.783)
N (-1.046, -1.803, 2.123)
C (-1.847, -0.965, -2.836)
C (-1.836, -1.030, 2.873)
C (-2.845, -2.997, 3.829)
C (-2.014, -3.777, 3.038)
C (-1.858, 3.109, 2.040)
C (-2.359, 2.691, 3.260)
C (3.348, 1.139, 0.458)
C (2.204, 1.304, -3.447)
C (-2.243, -3.004, -2.152)
C (3.145, 2.502, -3.610)
C (2.086, -0.237, 1.850)
C (-2.756, -1.623, 3.750)
C (2.147, -1.062, 3.098)
C (-1.172, 0.865, 1.431)
C (-1.247, 2.236, 1.166)
C (-2.088, -1.527, -4.047)
C (1.708, 0.793, -4.802)
C (-1.136, -3.115, 2.196)
C (-2.272, 1.347, 3.547)
C (-1.746, 0.416, 2.650)
C (0.957, 1.760, -2.593)
H (3.497, 2.832, -2.633)
H (-1.586, 0.063, -2.660)
H (-2.058, -4.856, 3.066)
H (1.135, 1.574, -5.293)
H (3.760, 0.551, -0.366)
H (-0.833, 2.619, 0.245)
H (-3.419, -1.015, 4.340)
H (2.336, 0.183, -1.932)
H (4.011, 2.222, -4.208)
H (1.063, -0.070, -4.644)
H (2.365, 1.519, 0.168)
H (-2.801, 3.381, 3.962)
H (4.029, 1.954, 0.696)
H (2.545, 0.496, -5.434)
H (-2.086, -1.076, -5.018)
H (1.706, -2.037, 2.905)
H (2.611, 3.318, -4.088)
H (-3.564, -3.458, 4.493)
H (-0.471, -3.663, 1.537)
H (1.498, -0.572, 3.823)
H (3.153, -1.170, 3.515)
H (-2.369, -3.839, -1.492)

Total charge = -1
Frontier orbital gap = 0.22876 Eh

---

[3]
C21H22F2N2O5S | ωB97M-V with the def2-TZVPD basis set

Element x y z (Å)
S (4.066, -0.320, 0.722)
F (0.648, 3.456, 0.576)
F (0.448, 3.319, -2.136)
O (4.964, -0.933, -0.205)
O (0.510, -0.762, 2.262)
O (-5.264, -0.813, 0.429)
O (4.573, 0.254, 1.924)
O (-5.948, 1.279, -0.009)
N (2.878, -1.404, 1.151)
N (-0.852, 0.070, 0.689)
C (2.676, -2.773, -0.812)
C (2.975, 0.809, -1.540)
C (-6.615, -1.281, 0.420)
C (0.518, -3.301, -1.715)
C (0.695, -1.739, 0.117)
C (1.424, 2.601, -0.105)
C (1.899, -3.423, -1.751)
C (-0.075, -2.465, -0.788)
C (3.068, 0.889, -0.164)
C (-3.590, 0.836, 0.233)
C (-5.067, 0.486, 0.193)
C (-1.532, 0.898, 1.668)
C (-1.312, 0.320, -0.657)
C (-2.802, -0.003, -0.778)
C (2.098, 1.640, -2.215)
C (-7.092, -1.572, -0.996)
C (2.300, 1.771, 0.570)
C (-3.029, 0.597, 1.641)
C (0.101, -0.792, 1.102)
C (1.322, 2.530, -1.493)
C (2.083, -1.964, 0.153)
H (-6.433, -2.291, -1.476)
H (-6.606, -2.187, 1.028)
H (-3.540, 1.236, 2.362)
H (-7.254, -0.523, 0.886)
H (-1.110, 0.673, 2.648)
H (2.368, -4.055, -2.489)
H (-1.175, 1.388, -0.867)
H (-0.095, -3.855, -2.409)
H (-3.140, 0.213, -1.793)
H (-3.196, -0.444, 1.921)
H (-2.977, -1.060, -0.571)
H (-1.357, 1.954, 1.436)
H (2.389, 1.813, 1.643)
H (2.000, 1.610, -3.288)
H (-3.503, 1.897, -0.020)
H (-8.098, -1.979, -0.964)
H (3.748, -2.886, -0.792)
H (-7.102, -0.654, -1.579)
H (-0.720, -0.249, -1.374)
H (-1.151, -2.396, -0.749)
H (3.598, 0.101, -2.061)
H (2.322, -1.085, 1.946)

SMILES = CCOC(=O)C1CCN(C(=O)c2ccccc2NS(=O)(=O)c2ccc(F)c(F)c2)CC1
Frontier orbital gap = 0.34837 Eh

---

[4]
C21H22F3N5O3 | ωB97M-V with the def2-TZVPD basis set

Element x y z (Å)
F (-0.317, 3.702, 1.005)
F (-1.740, 4.018, -0.575)
F (0.147, 3.081, -1.003)
O (-8.538, -1.506, -0.493)
O (5.590, -1.077, -2.606)
O (2.771, -1.693, 2.106)
N (-2.427, -0.734, 0.707)
N (0.651, 0.917, 0.910)
N (3.216, 0.479, 1.613)
N (6.097, -0.538, 0.188)
N (-0.634, 0.836, 0.650)
C (-1.154, -0.448, 0.904)
C (-6.972, 0.349, -0.283)
C (-0.839, 3.149, -0.098)
C (-9.614, -0.615, -0.676)
C (-1.456, 1.801, 0.178)
C (-7.295, -1.006, -0.312)
C (2.409, -0.593, 1.731)
C (4.627, 0.476, 1.913)
C (1.008, -0.302, 1.342)
C (-4.640, -0.184, 0.064)
C (4.574, -1.261, -1.638)
C (5.496, 0.696, 0.663)
C (5.171, -1.568, -0.260)
C (-4.976, -1.544, 0.048)
C (6.484, -0.054, -2.223)
C (-2.772, 1.513, -0.025)
C (-6.273, -1.948, -0.140)
C (-3.247, 0.196, 0.263)
C (7.100, -0.336, -0.845)
C (-5.663, 0.749, -0.099)
C (-0.070, -1.188, 1.357)
H (6.325, 1.359, 0.921)
H (7.257, -0.025, -2.992)
H (7.688, -1.257, -0.906)
H (4.382, -1.712, 0.474)
H (7.762, 0.483, -0.557)
H (4.882, 1.211, -0.096)
H (-7.735, 1.103, -0.398)
H (3.938, -0.363, -1.590)
H (4.868, -0.487, 2.367)
H (5.959, 0.915, -2.211)
H (-0.053, -2.213, 1.658)
H (4.827, 1.270, 2.640)
H (5.745, -2.497, -0.330)
H (-3.426, 2.271, -0.419)
H (2.796, 1.333, 1.277)
H (-6.537, -2.994, -0.160)
H (-10.495, -1.241, -0.804)
H (3.971, -2.098, -1.992)
H (-9.753, 0.030, 0.198)
H (-9.476, 0.003, -1.568)
H (-4.188, -2.267, 0.182)
H (-5.455, 1.807, -0.061)

SMILES = COc1ccc(-c2cc(C(F)(F)F)n3nc(C(=O)NCCN4CCOCC4)cc3n2)cc1
Frontier orbital gap = 0.27397 Eh

---

[5]
C21H22N2O5 | ωB97M-V with the def2-TZVPD basis set

Element x y z (Å)
O (2.377, 2.324, -0.977)
O (1.996, -1.634, -3.631)
O (0.786, 1.709, -3.026)
O (-0.386, -0.698, 3.479)
O (-1.979, 2.795, 4.762)
N (0.587, -1.528, -1.930)
N (0.379, 0.470, -4.870)
C (-2.935, -2.058, 5.733)
C (-0.159, -0.705, -4.184)
C (0.052, 0.506, 2.957)
C (-1.420, -0.719, 4.384)
C (1.089, 0.432, 1.906)
C (1.304, 1.471, 0.979)
C (0.883, -1.323, -3.218)
C (-1.520, 1.724, 4.383)
C (0.818, 1.563, -4.244)
C (-0.475, 1.709, 3.386)
C (-1.881, -1.965, 4.820)
C (-2.024, 0.448, 4.872)
C (2.997, 0.173, -0.154)
C (-0.624, -1.126, -1.215)
C (1.862, -0.738, 1.775)
C (-3.534, -0.893, 6.220)
C (2.814, -0.867, 0.759)
C (-3.081, 0.360, 5.792)
C (2.241, 1.338, -0.046)
C (-0.615, -1.714, -5.249)
C (1.384, 2.661, -5.114)
H (1.732, -1.561, 2.472)
H (0.725, 2.387, 1.006)
H (1.804, 2.111, -1.755)
H (3.721, 0.082, -0.958)
H (0.237, -2.018, -5.860)
H (-3.288, -3.031, 6.064)
H (0.599, 3.052, -5.759)
H (-0.134, 2.663, 3.008)
H (-4.352, -0.957, 6.932)
H (1.763, 3.458, -4.476)
H (-1.034, -2.594, -4.761)
H (2.199, 2.262, -5.716)
H (-1.035, -0.392, -3.617)
H (-1.412, -2.865, 4.437)
H (-1.501, -1.606, -1.650)
H (3.407, -1.773, 0.675)
H (-3.549, 1.266, 6.171)
H (0.490, 0.416, -5.868)
H (-1.378, -1.266, -5.886)
H (1.348, -1.896, -1.379)
H (-0.737, -0.040, -1.263)
H (-0.545, -1.416, -0.165)

SMILES = O=c1cc(-c2cccc(O)c2)oc2ccccc12.CNC(=O)[C@H](C)NC(C)=O
Frontier orbital gap = 0.31423 Eh

---

[6]
C21H22N2O6 | ωB97M-V with the def2-TZVPD basis set

Element x y z (Å)
O (-6.481, 0.980, -1.718)
O (-1.149, -0.155, 1.504)
O (8.164, -0.179, -0.640)
O (3.089, 2.680, 0.578)
O (6.181, -0.983, -1.167)
O (-5.191, 2.127, 0.055)
N (4.492, 1.029, 0.566)
N (-0.871, -2.188, 0.798)
C (7.022, 0.080, -0.847)
C (0.134, -0.484, 1.258)
C (-7.303, 0.409, -2.649)
C (3.350, 1.223, 0.466)
C (-4.502, 2.966, 1.020)
C (-5.633, 0.150, -0.850)
C (-1.718, -1.493, 1.595)
C (0.247, -1.622, 0.652)
C (-4.952, 1.021, 0.022)
C (-4.171, 0.203, 0.822)
C (2.261, 0.333, 0.457)
C (6.413, 1.554, -0.990)
C (1.581, -1.743, -0.146)
C (2.428, -0.833, 0.056)
C (5.687, 1.979, 0.507)
C (6.702, -2.138, -0.955)
C (-3.978, -1.339, 0.860)
C (1.001, 0.622, 1.343)
C (-2.966, -1.835, 1.808)
C (-5.585, -1.219, -0.888)
C (-4.628, -1.689, -0.149)
H (3.335, -1.069, -0.682)
H (7.251, 2.234, -1.030)
H (-4.652, -2.858, -0.275)
H (4.778, 0.030, 0.535)
H (-6.076, -1.893, -1.724)
H (-3.562, 0.801, 1.730)
H (6.330, 1.684, 1.351)
H (7.402, -2.299, -1.897)
H (1.063, 1.467, 1.727)
H (-3.358, 2.941, 0.723)
H (5.945, -2.694, -1.189)
H (-4.746, 2.790, 2.310)
H (5.408, 2.858, 0.480)
H (-6.621, -0.264, -3.426)
H (1.497, -2.696, -0.433)
H (-7.882, 1.135, -3.021)
H (7.327, -2.376, -0.111)
H (-4.719, 4.265, 0.856)
H (-3.137, -1.615, 2.880)
H (-7.810, -0.525, -2.168)
H (-3.033, -3.000, 1.754)
H (5.636, 1.629, -1.756)

SMILES = COC(=O)CCNC(=O)c1ccc2nc(Cc3ccc(OC)c(OC)c3)oc2c1
Frontier orbital gap = 0.27526 Eh

---

[7]
C21H22N2OS | ωB97M-V with the def2-TZVPD basis set

Element x y z (Å)
S (-0.682, -2.982, 1.424)
O (1.447, 1.712, -0.659)
N (-0.404, -1.244, -0.568)
N (-2.210, -0.960, 0.908)
C (-4.443, -0.285, -1.961)
C (5.763, 0.483, 0.292)
C (4.058, -0.274, -1.396)
C (2.081, 2.361, 0.331)
C (1.508, 2.083, 1.531)
C (2.857, -0.880, -1.722)
C (-3.227, -0.418, 0.112)
C (2.048, -1.418, -0.733)
C (-3.416, -0.821, -1.208)
C (4.473, -0.184, -0.076)
C (0.714, -2.030, -1.069)
C (3.664, -0.736, 0.912)
C (-4.093, 0.522, 0.688)
C (-3.900, 0.951, 2.111)
C (0.440, 1.196, 1.254)
C (0.449, 0.999, -0.096)
C (-5.120, 1.039, -0.085)
C (-1.105, -1.665, 0.509)
C (-0.405, 0.150, -0.986)
C (2.470, -1.349, 0.590)
C (-5.298, 0.648, -1.401)
H (4.674, 0.144, -2.180)
H (0.636, -3.027, -0.628)
H (-2.761, -1.567, -1.632)
H (-6.103, 1.067, -1.985)
H (-4.568, 1.772, 2.355)
H (1.853, -1.774, 1.367)
H (-1.428, 0.535, -1.003)
H (-2.509, -1.225, 1.839)
H (1.801, 2.456, 2.491)
H (-4.110, 0.128, 2.795)
H (2.549, -0.930, -2.757)
H (2.910, 2.982, 0.056)
H (6.204, 0.983, -0.567)
H (6.475, -0.253, 0.665)
H (-5.790, 1.765, 0.352)
H (-4.580, -0.607, -2.983)
H (-0.001, 0.201, -1.999)
H (5.600, 1.216, 1.081)
H (0.602, -2.112, -2.156)
H (3.975, -0.680, 1.945)
H (-2.873, 1.275, 2.276)
H (-0.229, 0.754, 1.964)

SMILES = Cc1ccc(CN(Cc2ccco2)C(=S)Nc2ccccc2C)cc1
Frontier orbital gap = 0.32137 Eh

---

[8]
C21H22N3O3PtS3 | ωB97M-V with the def2-TZVPD basis set

Element x y z (Å)
Pt (0.525, 0.400, -0.382)
S (-0.158, 0.089, 2.655)
S (3.716, 0.636, 0.960)
S (4.460, -1.886, -0.426)
O (-0.262, -1.066, -1.475)
O (0.825, 0.895, 1.798)
O (-2.099, -2.323, -2.847)
N (1.781, -2.059, -1.143)
N (2.021, -0.884, -0.429)
N (-1.038, 1.633, -0.596)
C (-4.991, 4.990, -1.809)
C (-1.147, -3.263, -3.030)
C (5.764, -1.047, 0.521)
C (-0.601, -5.375, -4.046)
C (0.004, 1.567, 4.873)
C (-2.949, 3.260, -1.168)
C (-4.786, 3.854, -2.581)
C (0.884, -0.543, 4.008)
C (-4.178, 5.263, -0.716)
C (0.687, -5.316, -3.515)
C (-1.506, -4.364, -3.807)
C (5.468, 0.439, 0.528)
C (-1.887, 2.360, -0.844)
C (1.048, -4.233, -2.748)
C (-0.957, 1.313, 3.719)
C (0.598, -2.057, -1.666)
C (-3.762, 2.980, -2.266)
C (3.232, -0.730, -0.014)
C (0.481, 0.180, 5.293)
C (0.148, -3.190, -2.489)
C (-3.150, 4.399, -0.387)
H (-0.484, 2.103, 5.686)
H (6.710, -1.260, 0.024)
H (-4.345, 6.150, -0.122)
H (-5.793, 5.671, -2.061)
H (1.892, -0.281, 3.679)
H (0.791, -1.626, 4.049)
H (0.844, 2.170, 4.525)
H (-3.588, 2.091, -2.857)
H (-0.330, -0.359, 5.787)
H (1.396, -6.110, -3.705)
H (6.047, 0.961, 1.289)
H (2.042, -4.165, -2.326)
H (-2.508, -4.394, -4.211)
H (1.319, 0.220, 5.988)
H (5.793, -1.452, 1.531)
H (-1.714, -1.601, -2.323)
H (5.655, 0.892, -0.444)
H (-2.505, 4.599, 0.458)
H (-0.898, -6.220, -4.653)
H (-1.895, 0.865, 4.056)
H (-1.176, 2.173, 3.089)
H (-5.424, 3.650, -3.430)

Total charge = +1
Frontier orbital gap = 0.26645 Eh

---

[9]
C21H23AuClNPSe2 | ωB97M-V with the def2-TZVPD basis set

Element x y z (Å)
Au (0.220, 0.240, 0.082)
Se (-1.167, 0.761, 2.099)
Se (-2.761, -0.191, -1.023)
Cl (-0.312, 0.240, -2.241)
P (-3.040, 0.749, 0.964)
N (3.368, -1.309, -1.986)
C (-3.765, 3.222, 1.921)
C (3.253, 0.047, 0.151)
C (-5.053, -1.196, 1.210)
C (2.222, -0.130, 2.323)
C (-4.250, 4.513, 1.823)
C (-3.996, 2.951, -0.468)
C (-4.316, -0.189, 1.829)
C (-6.047, -1.866, 1.915)
C (-4.478, 4.254, -0.559)
C (4.626, -0.018, 2.150)
C (4.504, 0.080, 0.773)
C (-6.300, -1.541, 3.237)
C (-4.606, 5.031, 0.581)
C (3.177, 0.076, -1.343)
C (2.097, -0.013, 0.937)
C (-5.565, -0.540, 3.862)
C (4.767, -1.833, -1.885)
C (-4.574, 0.131, 3.165)
C (3.478, -0.142, 2.922)
C (-3.649, 2.427, 0.775)
C (2.380, -2.333, -1.497)
H (-5.762, -0.283, 4.895)
H (-4.753, 4.655, -1.526)
H (-4.342, 5.121, 2.714)
H (1.379, -1.973, -1.719)
H (3.181, -1.155, -2.974)
H (5.448, -1.098, -2.305)
H (2.595, -3.265, -2.013)
H (1.342, -0.209, 2.947)
H (3.557, -0.229, 4.000)
H (-3.465, 2.847, 2.889)
H (-7.072, -2.067, 3.785)
H (4.812, -2.764, -2.440)
H (5.605, 0.005, 2.613)
H (4.985, -2.004, -0.837)
H (-6.624, -2.641, 1.424)
H (-4.874, -1.462, 0.175)
H (2.526, -2.440, -0.425)
H (2.206, 0.407, -1.703)
H (3.952, 0.692, -1.794)
H (-4.978, 6.045, 0.506)
H (-3.904, 2.352, -1.361)
H (-4.002, 0.894, 3.674)
H (5.399, 0.186, 0.165)

Spin multiplicity = 3
Total charge = +1
⟨S²⟩ = 2.010
Frontier orbital gap (spin up / spin down) = 0.30002 / 0.22990 Eh